Record 1
This record from the Open Molecules 2025 dataset describes a cluster of 7 separate species, C25H53FN8O9 in total in a non-equilibrium geometry. The level of theory is wB97M-V/def2-TZVPD.

Element x y z (Å)
C: 4.478 -4.972 -1.018
C: 3.354 -5.373 -1.298
C: 2.039 -5.846 -2.046
O: 2.178 -7.276 -2.255
C: 2.312 -7.571 -3.642
O: 1.306 -7.384 -4.323
N: 3.512 -8.114 -4.219
F: 4.551 -8.188 -3.336
C: 3.891 -7.500 -5.512
C: 4.917 -6.276 -5.427
O: 4.781 -5.437 -4.279
C: 4.597 -5.342 -6.711
N: 4.854 -6.036 -8.008
H: 5.505 -4.557 -0.821
H: 1.947 -5.298 -3.040
H: 1.142 -5.622 -1.390
H: 4.424 -8.318 -6.108
H: 3.016 -7.184 -6.153
H: 5.970 -6.674 -5.587
H: 3.854 -5.346 -3.991
H: 5.154 -4.354 -6.651
H: 3.474 -5.125 -6.661
H: 4.036 -6.611 -8.230
H: 5.684 -6.641 -7.894
C: 2.917 -2.908 3.057
N: 2.278 -3.223 1.797
C: 1.643 -2.375 0.944
C: 1.574 -0.920 1.320
O: 1.149 -2.808 -0.093
H: 3.967 -3.200 2.993
H: 2.433 -3.493 3.843
H: 2.849 -1.850 3.299
H: 2.286 -4.182 1.480
H: 1.035 -0.367 0.541
H: 1.034 -0.803 2.263
H: 2.581 -0.505 1.405
C: -3.368 -1.091 -0.649
N: -1.955 -0.806 -0.526
C: -1.309 0.372 -0.744
C: -2.125 1.563 -1.167
O: -0.096 0.432 -0.590
H: -3.735 -1.442 0.319
H: -3.497 -1.886 -1.387
H: -3.938 -0.217 -0.955
H: -1.337 -1.557 -0.245
H: -1.471 2.420 -1.299
H: -2.623 1.361 -2.118
H: -2.861 1.806 -0.397
C: -1.498 4.234 3.424
N: -2.151 3.944 2.163
C: -2.809 4.799 1.336
C: -2.897 6.247 1.741
O: -3.307 4.382 0.298
H: -0.444 3.955 3.334
H: -1.964 3.621 4.197
H: -1.575 5.283 3.698
H: -2.134 2.993 1.823
H: -3.450 6.799 0.981
H: -3.427 6.341 2.691
H: -1.897 6.678 1.821
C: -1.998 5.181 -5.756
N: -1.729 4.563 -4.475
C: -0.701 3.738 -4.133
C: 0.314 3.395 -5.192
O: -0.624 3.301 -2.995
H: -2.011 6.265 -5.620
H: -2.984 4.855 -6.096
H: -1.253 4.919 -6.503
H: -2.366 4.745 -3.712
H: 1.066 2.732 -4.766
H: -0.169 2.880 -6.025
H: 0.812 4.301 -5.545
C: 0.319 1.898 6.206
N: 1.347 0.975 5.770
C: 2.477 1.243 5.061
C: 2.736 2.670 4.656
O: 3.247 0.337 4.772
H: 0.252 1.850 7.295
H: -0.635 1.580 5.778
H: 0.528 2.921 5.901
H: 1.244 -0.002 6.004
H: 3.671 2.721 4.100
H: 1.931 3.031 4.012
H: 2.825 3.303 5.541
C: -6.757 2.509 5.486
N: -5.341 2.789 5.602
C: -4.693 3.965 5.389
C: -5.512 5.159 4.977
O: -3.478 4.028 5.534
H: -7.119 2.153 6.453
H: -6.892 1.718 4.744
H: -7.327 3.385 5.187
H: -4.725 2.037 5.875
H: -4.854 6.018 4.845
H: -6.015 4.961 4.028
H: -6.244 5.400 5.750

Calculated values
Max |F|: 2.89 eV/A
HOMO: -8.7 eV

Löwdin population analysis, charges in e, atoms 1 to 4:
1. C 0.088
2. C -0.081
3. C -0.143
4. O -0.040



Record 2
This record from the Open Molecules 2025 dataset describes a structure of composition C25H54BI2N5O9P in a non-equilibrium geometry. The level of theory is wB97M-V/def2-TZVPD.

Element x y z (Å)
C: 2.797 -5.404 3.105
C: 3.098 -4.407 2.012
O: 2.831 -3.092 2.504
C: 2.629 -2.121 1.506
C: 1.114 -2.104 1.245
N: 0.436 -0.869 0.700
O: -0.854 -1.225 0.147
C: -1.599 -2.292 0.731
C: -3.006 -2.124 0.162
N: -3.009 -1.662 -1.221
C: -3.201 -2.736 -2.186
C: -3.159 -2.260 -3.629
C: -4.216 -1.210 -3.931
O: -1.848 -1.772 -3.918
C: 0.074 0.098 1.804
C: 1.163 0.389 2.830
C: -0.525 1.410 1.255
C: -1.730 1.794 2.115
C: -2.112 3.269 1.995
C: -2.723 3.800 3.297
C: -3.419 5.119 3.070
O: -2.942 6.045 2.496
O: -4.660 5.134 3.591
N: -0.792 1.509 -0.183
B: -2.133 1.747 -0.717
O: -2.168 2.573 -1.819
O: -3.278 1.157 -0.242
C: -4.551 1.809 -0.362
C: -5.417 1.513 0.855
C: -0.044 0.673 -1.147
C: 1.072 -0.216 -0.576
C: 2.472 0.526 -0.360
I: 4.266 -0.502 -1.203
C: 2.546 1.977 -0.917
C: 1.791 3.041 -0.126
I: 4.590 2.781 -0.972
P: 1.466 -1.669 -1.791
C: 1.206 -0.801 -3.364
O: 0.162 -2.713 -1.835
H: 3.249 -5.067 4.039
H: 1.724 -5.504 3.274
H: 3.208 -6.382 2.856
H: 4.148 -4.461 1.706
H: 2.487 -4.603 1.120
H: 3.166 -2.379 0.595
H: 3.013 -1.181 1.893
H: 0.871 -2.898 0.547
H: 0.633 -2.304 2.200
H: -1.648 -2.219 1.822
H: -1.167 -3.261 0.477
H: -3.563 -1.416 0.778
H: -3.491 -3.105 0.272
H: -3.772 -1.000 -1.295
H: -4.171 -3.243 -2.052
H: -2.417 -3.482 -2.032
H: -3.348 -3.144 -4.252
H: -4.205 -0.949 -4.992
H: -5.215 -1.563 -3.673
H: -4.016 -0.296 -3.363
H: -1.918 -1.167 -4.665
H: -0.709 -0.435 2.350
H: 0.663 0.878 3.668
H: 1.918 1.088 2.474
H: 1.627 -0.505 3.237
H: 0.220 2.177 1.500
H: -1.446 1.600 3.158
H: -2.572 1.138 1.907
H: -2.803 3.451 1.165
H: -1.220 3.856 1.760
H: -1.915 4.003 4.006
H: -3.410 3.081 3.743
H: -5.082 5.965 3.315
H: -2.912 2.409 -2.410
H: -5.045 1.436 -1.267
H: -4.408 2.882 -0.508
H: -6.069 0.654 0.693
H: -4.793 1.292 1.722
H: -6.040 2.372 1.108
H: 0.409 1.304 -1.914
H: -0.751 0.025 -1.670
H: 2.749 0.557 0.689
H: 2.283 2.005 -1.972
H: 2.128 4.034 -0.416
H: 0.722 3.000 -0.336
H: 1.978 2.931 0.943
H: 0.172 -0.494 -3.516
H: 1.867 0.067 -3.430
H: 1.503 -1.508 -4.140
H: 0.518 -3.572 -2.100
C: 8.405 0.537 -1.798
O: 7.436 -0.194 -1.947
N: 9.675 0.089 -1.999
N: 8.291 1.848 -1.432
H: 10.486 0.666 -1.887
H: 9.788 -0.869 -2.274
H: 7.359 2.213 -1.275
H: 9.080 2.457 -1.327

Calculated values
Max |F|: 1.28 eV/A
HOMO: -9.9 eV
Total charge: +1
Relative energy (zero: lowest compared OMol25 entry of this formula, charge and spin): 0.000 eV

Löwdin population analysis, charges in e, atoms 1 to 4:
1. C -0.063
2. C -0.257
3. O -0.142
4. C -0.234